(1)
DFT (wB97M-V/def2-TZVPD) results for one molecule with the formula C4H11N3 at a distorted geometry.

Output
**LUMO level**: 0.87 eV
**Multiplicity**: 1
**Energy above the lowest of the compared OMol25 structures with the same formula, charge and spin**: 1.813 eV
**SMILES string**: [H]/N=C(\N)CCCN
**E_HOMO**: -8.55 eV

Each line ends with the natural charge from an NBO analysis.
Atoms and positions in Å:
1 N 1.579770 -1.256032 -0.427100  -0.866
2 N -1.066260 -1.313569 0.948713  -0.765
3 N -2.113453 -0.182512 -0.824654  -0.839
4 C -1.278251 -0.258002 0.255009  0.473
5 C 1.877983 0.060285 0.095191  -0.218
6 C -0.679889 1.129003 0.649353  -0.450
7 C 0.752566 1.087874 -0.164341  -0.390
8 H 2.406922 -1.787674 -0.232355  0.355
9 H -2.677394 -1.001444 -1.081059  0.393
10 H 1.099767 2.033846 0.027119  0.201
11 H -2.421251 0.762104 -1.175919  0.398
12 H -1.357176 1.958204 0.196502  0.204
13 H 2.745380 0.264285 -0.522832  0.194
14 H -0.576274 1.152719 1.752185  0.238
15 H 0.460523 0.976696 -1.227136  0.203
16 H 0.682281 -1.600282 -0.009764  0.388
17 H -1.603629 -2.119806 0.553659  0.326
18 H 2.168389 0.094306 1.187431  0.157

Forces on atoms 1 to 6 (eV/Å):
-1.7 0.0 0.4
-0.4 -0.4 -0.5
-0.9 1.0 -1.1
-1.3 1.3 1.1
-0.7 0.2 0.8
0.8 -2.0 -1.8



(2)
DFT (wB97M-V/def2-TZVPD) results for a 2-piece molecular cluster, CO4S2 overall at a distorted geometry.

Output
**LUMO level**: -1.69 eV
**Multiplicity**: 1
**Energy above the lowest of the compared OMol25 structures with the same formula, charge and spin**: 0.516 eV
**SMILES string**: O=S(=O)=S.O=C=O
**E_HOMO**: -10.96 eV

Each line ends with the natural charge from an NBO analysis.
Atoms and positions in Å:
1 S 1.269705 0.012493 -0.124551  1.884
2 S 3.128915 -0.498143 0.094960  -0.239
3 O -1.801482 0.259818 -0.943413  -0.509
4 O -2.004082 -0.155838 1.271372  -0.540
5 O 0.223426 -0.969101 -0.031744  -0.824
6 O 0.937820 1.376197 -0.407911  -0.792
7 C -1.754302 -0.025425 0.141285  1.020

Forces on atoms 1 to 6 (eV/Å):
1.7 -0.3 0.0
-2.0 0.4 -0.2
0.3 0.8 -4.6
0.9 -0.5 0.4
1.5 0.0 0.1
0.1 -0.6 0.2



(3)
DFT (wB97M-V/def2-TZVPD) results for a 7-piece molecular cluster, C6H24NO7 overall at a distorted geometry.

Output
**LUMO level**: 3.07 eV
**Multiplicity**: 1
**Energy above the lowest of the compared OMol25 structures with the same formula, charge and spin**: 1.264 eV
**E_HOMO**: -6.04 eV
**Net charge**: -1

Each line ends with the natural charge from an NBO analysis.
Atoms and positions in Å:
1 O 0.665398 2.109887 0.098174  -0.824
2 O 2.089030 0.898021 -1.560974  -1.186
3 O -1.924690 -2.136169 -1.992611  -1.011
4 O -1.009308 4.138724 -0.094401  -0.977
5 O 2.298780 -1.548728 -1.745646  -1.059
6 O 0.073054 -2.449405 -0.502248  -0.999
7 O 0.444457 1.453399 -3.626356  -0.996
8 N -1.170467 -0.742509 1.484776  -0.473
9 C -0.332653 0.526527 1.559470  -0.073
10 C 0.963516 -1.424477 2.318009  -0.416
11 C -0.563832 -1.834146 2.272937  -0.242
12 C -2.561761 -0.377883 1.750627  -0.407
13 C -0.352344 1.065622 0.125342  -0.091
14 C 1.046217 0.125067 2.109681  -0.422
15 H 0.038300 0.392802 -0.658854  0.216
16 H 1.371325 1.616509 -0.427264  0.521
17 H -3.222067 -1.250937 1.825301  0.195
18 H 1.172121 1.477300 -2.960722  0.502
19 H -0.711670 1.191374 2.346440  0.177
20 H -2.500201 -1.522302 -1.529565  0.443
21 H -1.338370 1.439384 -0.083372  0.178
22 H -1.178413 -2.299982 -1.295791  0.491
23 H -0.125750 -1.698100 0.078517  0.493
24 H 2.347285 -0.487930 -1.569358  0.513
25 H 2.814498 1.482923 -1.851241  0.449
26 H 1.920441 0.239773 1.478023  0.239
27 H 1.179511 -1.633882 3.374746  0.192
28 H -2.835378 0.147381 2.670595  0.160
29 H 2.327166 -1.585894 -2.712225  0.459
30 H -0.828560 -2.009118 3.328028  0.162
31 H -0.856515 -2.687619 1.642334  0.223
32 H 0.978948 -2.311892 -0.894028  0.529
33 H 1.362098 0.563873 3.072493  0.200
34 H 1.563168 -2.048465 1.660032  0.226
35 H -2.882422 0.282603 0.954161  0.200
36 H 0.240978 0.497857 -3.669022  0.460
37 H -0.284081 3.534734 0.192518  0.505
38 H -1.602819 4.190531 0.673227  0.442

Forces on atoms 1 to 6 (eV/Å):
-1.2 -0.3 0.4
1.1 0.7 -0.1
0.4 -0.2 0.9
-0.4 0.2 0.8
0.5 0.3 -0.1
0.9 -0.5 0.5



(4)
DFT (wB97M-V/def2-TZVPD) results for C27H24CoN3 as an isolated structure.

Output
**LUMO level (spin up / spin down)**: -3.33 / -3.16 eV
**Multiplicity**: 2
**Energy above the lowest of the compared OMol25 structures with the same formula, charge and spin**: 0.138 eV
**E_HOMO (spin up / spin down)**: -10.04 / -10.03 eV
**Net charge**: +1
**Expectation value of S²**: 0.893

Each line ends with the natural charge from an NBO analysis.
Atoms and positions in Å:
1 Co 0.006033 0.543617 -0.042829  1.192
2 N 0.757078 -1.270612 -0.293606  -0.536
3 N -1.207381 -0.318456 1.089217  -0.631
4 N -1.575124 1.675560 -0.514867  -0.548
5 C 1.650244 -1.735556 -1.138940  0.088
6 C -5.020899 1.452968 0.801311  -0.217
7 C 1.403494 2.076992 1.095399  -0.045
8 C 3.053366 0.282561 1.125114  0.032
9 C -3.920128 1.919583 0.050002  -0.093
10 C -0.820039 -1.597975 1.454337  0.144
11 C 0.247811 -2.111643 0.657433  0.207
12 C 2.140695 -3.049385 -1.082274  -0.277
13 C 3.770992 -0.801933 1.873417  -0.644
14 C -1.690284 2.658810 -1.384664  0.078
15 C 2.653594 1.506863 -0.927567  0.001
16 C 0.464371 2.990386 1.834541  -0.642
17 C 0.188503 -4.216090 1.865407  -0.218
18 C 3.365518 0.556156 -0.196423  -0.189
19 C -2.671602 1.286876 0.204453  0.206
20 C 2.040326 1.022019 1.746207  -0.240
21 C -1.291136 -2.392095 2.478691  -0.240
22 C -0.781316 -3.691693 2.672952  -0.167
23 C -4.000901 2.974759 -0.883185  -0.084
24 C -2.494678 0.172669 1.085097  0.150
25 C 1.702077 -3.879273 -0.086793  -0.082
26 C -2.893704 3.337251 -1.605689  -0.268
27 C 1.680172 2.268721 -0.274006  -0.295
28 C 0.724103 -3.424177 0.824978  -0.099
29 C 2.986844 1.771467 -2.369245  -0.646
30 C -4.847977 0.386333 1.637577  -0.162
31 C -3.604517 -0.257969 1.786561  -0.251
32 H -2.037326 -2.031676 3.167116  0.222
33 H 1.200398 3.089797 -0.796491  0.223
34 H -4.946309 3.482258 -1.027644  0.234
35 H 1.789155 0.813615 2.780029  0.234
36 H 2.094716 2.005033 -2.950308  0.223
37 H 2.865581 -3.376329 -1.813484  0.240
38 H 2.011227 -1.049043 -1.893092  0.209
39 H 4.609398 -0.386233 2.435904  0.244
40 H -5.983280 1.934116 0.692625  0.226
41 H -0.049254 2.460190 2.635830  0.234
42 H 3.486675 0.918115 -2.826401  0.224
43 H 3.661811 2.625633 -2.448162  0.245
44 H -1.183392 -4.282706 3.484965  0.229
45 H -5.685683 0.011643 2.210671  0.228
46 H -0.795924 2.931224 -1.932301  0.203
47 H -0.280184 3.424585 1.169042  0.223
48 H 0.556257 -5.222753 2.010477  0.227
49 H 4.167346 -1.553282 1.191674  0.225
50 H 3.107375 -1.292088 2.585629  0.230
51 H 2.082160 -4.889132 0.003267  0.232
52 H 1.024880 3.812641 2.283902  0.243
53 H -2.930390 4.132942 -2.335078  0.241
54 H 4.145959 -0.011762 -0.689588  0.215
55 H -3.554809 -1.096358 2.459348  0.221

Forces on atoms 1 to 6 (eV/Å):
-0.4 -0.1 -0.6
0.2 0.0 0.3
0.2 -0.1 -0.2
0.1 0.2 0.4
0.0 0.0 -0.1
-0.1 -0.1 0.1



Number 1: total energy -323.2399 hartree. Number 2: total energy -1135.4140 hartree. Number 3: total energy -824.4661 hartree. Number 4: total energy -2590.1679 hartree.